1.
# C17H23NO2S

An isolated molecule of C17H23NO2S (wB97M-V/def2-TZVPD, the Open Molecules 2025 dataset).

Each line ends with the natural charge from an NBO analysis.
Geometry (Å):
C  2.00739  3.21868  -0.19772  -0.603
C  3.30771  2.38493  -0.13564  -0.398
C  3.08999  1.06660  0.62811  -0.401
C  4.03533  -0.07430  0.17538  -0.391
C  3.74106  -0.62265  -1.23637  -0.405
C  2.61032  -1.66771  -1.25314  -0.530
C  1.22167  -1.02839  -1.34280  0.817
O  1.09004  0.09854  -1.75684  -0.541
O  0.10236  -1.75030  -0.96143  -0.541
C  -0.06774  -1.78868  0.44144  0.265
C  -0.77904  -0.57891  1.04249  -0.445
C  -2.20209  -0.33310  0.55525  -0.051
C  -2.65835  -0.54307  -0.72964  -0.150
C  -3.95314  -0.25316  -1.08237  -0.222
C  -4.85063  0.27705  -0.17762  -0.017
C  -6.27007  0.64210  -0.56293  -0.627
C  -4.39142  0.46336  1.11179  -0.213
C  -3.10081  0.17511  1.47732  -0.195
N  -0.70790  -3.07357  0.87493  -0.480
C  0.01491  -3.69136  1.63720  0.235
S  0.97204  -4.39714  2.65815  0.060
H  2.19759  4.09633  -0.82831  0.207
H  1.14672  2.65046  -0.56462  0.215
H  1.74494  3.60108  0.79858  0.196
H  4.05618  3.02016  0.35248  0.201
H  3.61279  2.17853  -1.16839  0.195
H  3.30980  1.27565  1.68537  0.204
H  2.05929  0.70573  0.54719  0.190
H  4.04786  -0.86230  0.94210  0.198
H  5.05140  0.34810  0.15883  0.204
H  4.65558  -1.12448  -1.57922  0.211
H  3.56654  0.21197  -1.92032  0.228
H  2.65289  -2.18748  -0.28154  0.220
H  2.76953  -2.43394  -2.01861  0.252
H  0.94610  -1.80002  0.88188  0.162
H  -0.84015  -0.76387  2.12433  0.225
H  -0.19505  0.34577  0.94298  0.237
H  -1.99841  -0.93931  -1.49354  0.223
H  -4.31465  -0.41786  -2.09649  0.206
H  -6.21854  1.41346  -1.34490  0.218
H  -6.82967  -0.21121  -0.95434  0.221
H  -6.77467  1.12240  0.28111  0.214
H  -5.05886  0.88388  1.86369  0.204
H  -2.79883  0.36292  2.50621  0.204

Cartesian forces, eV/Å:
C 0.5 0.3 0.3
C -1.2 0.0 -0.2
C 0.8 -0.2 0.2
C 0.1 0.8 -0.1
C 0.4 -0.4 0.4
C -0.3 0.2 0.9
C 0.5 1.3 -0.8
O -0.3 -1.0 0.3
O 0.1 -0.3 0.0
C 1.0 0.3 0.8
C -0.9 -0.2 -0.1
C 0.5 0.0 0.7
C 0.7 -0.4 -0.8
C -0.8 0.1 -0.6
C -0.5 -0.1 0.2
C 0.6 0.6 -0.2
C -0.7 0.6 0.6
C 0.2 0.0 0.4
N 1.0 0.3 0.0
C -0.5 0.1 -0.1
S -0.3 0.0 -0.2
H -0.3 -0.2 0.0
H 0.3 0.1 -0.2
H 0.0 -0.1 -0.1
H 0.2 -0.4 -0.2
H 0.1 0.1 0.2
H -0.3 -0.2 -0.1
H 0.0 0.3 0.1
H -0.1 0.0 -0.3
H -0.1 -0.1 0.1
H -0.2 0.1 0.0
H -0.2 -0.3 0.0
H 0.0 -0.2 -0.4
H -0.4 0.2 0.0
H -0.2 0.1 -0.1
H 0.1 0.0 -0.2
H 0.2 -0.3 -0.3
H 0.0 0.1 0.2
H 0.3 -0.1 0.1
H -0.2 -0.3 0.0
H 0.0 0.1 0.2
H -0.1 -0.4 -0.1
H 0.0 -0.1 -0.1
H 0.1 -0.1 -0.2

Net charge = 0
HOMO energy = -8.8 eV
SMILES = CCCCCCC(=O)O[C@@H](Cc1ccc(C)cc1)N=C=S
Max |F| = 1.630 eV/A

***

2.
# C6H5N2O5SSc

A structure of composition C6H5N2O5SSc (wB97M-V/def2-TZVPD, the Open Molecules 2025 dataset).

Each line ends with the natural charge from an NBO analysis.
Geometry (Å):
O  3.22231  -0.53094  -2.83851  -0.286
C  2.62164  -0.32891  -1.83977  0.373
Sc  -0.08439  -0.16204  -0.58573  0.558
O  0.40083  -0.89202  -3.87661  -0.332
C  0.23718  -0.63800  -2.75961  0.475
C  1.47709  0.33426  0.99766  0.457
O  2.09491  0.60063  1.94221  -0.309
C  0.93891  1.71614  -1.21931  0.466
O  1.44749  2.72075  -1.52127  -0.320
C  1.18397  -1.97953  -0.34868  0.461
O  1.83016  -2.93479  -0.18265  -0.324
H  2.57154  0.02030  -0.73816  0.196
N  -2.13884  1.45360  1.61232  -0.738
C  -2.14293  0.15657  1.16624  0.273
N  -2.02851  -0.79326  2.15991  -0.737
S  -2.53016  -0.27183  -0.48163  0.015
H  -2.39892  1.73950  2.56005  0.447
H  -2.31281  2.19588  0.92556  0.440
H  -2.11230  -1.77103  1.88781  0.438
H  -2.27716  -0.63529  3.14015  0.446

Cartesian forces, eV/Å:
O -1.3 0.8 3.4
C 0.4 -0.2 -1.6
Sc 0.1 -0.2 -0.6
O -0.6 0.9 4.0
C 0.2 -1.1 -4.7
C 2.3 1.3 4.9
O -2.3 -1.0 -3.7
C 1.9 5.7 -1.9
O -2.1 -4.5 1.3
C 2.6 -5.5 0.8
O -2.7 4.2 -0.7
H 2.0 -0.4 -1.7
N -0.2 -0.5 -1.5
C -1.6 0.4 3.2
N -0.2 0.3 -1.6
S 0.6 0.2 0.7
H 0.4 -0.5 -0.2
H 0.0 -0.6 0.3
H -0.1 0.3 -0.1
H 0.4 0.4 -0.4

Net charge = +2
HOMO energy (spin up / spin down) = -15.9 / -15.7 eV
Max |F| = 6.309 eV/A

***

3.
# C4HF6N10O4S2Sn

A structure of composition C4HF6N10O4S2Sn (wB97M-V/def2-TZVPD, the Open Molecules 2025 dataset).

Each line ends with the natural charge from an NBO analysis.
Geometry (Å):
Sn  1.23407  -0.91520  -1.44313  1.405
F  -4.75389  -0.40212  -0.37922  -0.311
C  -3.74130  -1.15808  -0.79848  0.735
F  -3.34189  -1.94041  0.18292  -0.287
F  -4.15957  -1.90780  -1.81813  -0.314
S  -2.38315  -0.08842  -1.42820  2.236
O  -1.39863  -1.00169  -1.98321  -0.958
O  -2.99522  0.83975  -2.33405  -0.920
N  -1.94507  0.54169  -0.03828  -1.197
S  -0.72767  1.51097  0.06504  2.251
O  -0.41128  1.80042  1.42164  -0.888
O  0.38719  1.13998  -0.82659  -1.011
C  -1.24704  3.14868  -0.66624  0.733
F  -1.01184  3.18758  -1.97004  -0.303
F  -0.54509  4.11157  -0.07067  -0.309
F  -2.53836  3.35474  -0.45082  -0.304
N  2.86089  -1.08244  1.83750  -0.585
C  3.57003  -0.49108  0.81928  0.461
N  4.78927  -0.01265  0.93982  -0.381
N  5.09602  0.43770  -0.30215  -0.090
N  4.12429  0.24034  -1.11481  -0.117
N  3.11634  -0.35993  -0.42698  -0.581
C  1.58037  -1.55877  1.71270  0.472
N  0.86615  -2.01476  2.71602  -0.377
N  -0.29776  -2.42436  2.15077  -0.076
N  -0.28296  -2.24777  0.88497  -0.108
N  0.91891  -1.68814  0.55341  -0.603
H  3.23716  -1.01980  2.76692  0.428

Cartesian forces, eV/Å:
Sn 0.4 -0.1 0.0
F -0.1 0.0 0.0
C 0.1 0.1 0.0
F 0.0 -0.1 0.1
F -0.1 -0.1 -0.1
S 0.2 -0.2 -0.2
O -0.3 0.3 0.2
O 0.0 -0.1 0.1
N 0.2 0.3 -0.2
S -0.1 -0.2 0.1
O 0.0 0.0 0.0
O 0.0 -0.1 0.1
C 0.2 -0.2 0.1
F 0.0 0.0 -0.1
F 0.0 0.1 -0.1
F -0.1 0.1 0.1
N -0.1 0.1 0.0
C 0.0 -0.1 0.1
N 0.1 0.0 -0.1
N -0.2 0.0 0.0
N 0.1 0.0 0.1
N -0.3 0.0 -0.2
C 0.1 -0.1 0.0
N -0.1 0.0 0.0
N 0.1 -0.1 -0.2
N 0.0 0.1 0.3
N -0.2 0.2 -0.2
H 0.0 0.0 0.0

Net charge = -1
HOMO energy = -6.0 eV
Max |F| = 0.456 eV/A

***

- Which of these has the highest net charge?
  C6H5N2O5SSc

***

- max |F| of number 1 (C17H23NO2S)?
  1.630 eV/A

***

- Which formula does entry 1 have?
  C17H23NO2S